No. 1
The following is a quantum chemistry calculation of an isolated molecule of C4H6O2, from the Open Molecules 2025 dataset.

Summary:
* ΔE to the lowest compared entry with this formula, charge and spin: 71.8 kcal per mole
* net charge: 0
* structure (SMILES): C1OCC12CO2
* maximum force: 0.597 eV/Å

XYZ file:
```
12
C4H6O2 (the ωB97M-V functional and the def2-TZVPD basis)
C -0.93 0.95 0.47
O -1.64 0.25 -0.57
C -0.76 -0.88 -0.45
C 0.25 0.03 0.24
C 1.64 0.06 -0.20
O 1.28 -0.31 1.13
H -0.90 2.03 0.32
H -1.37 0.71 1.45
H -1.17 -1.67 0.19
H -0.50 -1.30 -1.43
H 1.83 -0.80 -0.83
H 2.28 0.93 -0.32
```

***

No. 2
The following is a quantum chemistry calculation of a structure of composition C22H26FeNOS4Si at a distorted geometry, from the Open Molecules 2025 dataset.

Summary:
* net charge: 0
* spin multiplicity: 6
* total energy: -112381.1067 eV
* maximum force: 1.758 eV/Å
* expectation value of S²: 8.770

XYZ file:
```
56
C22H26FeNOS4Si (the ωB97M-V functional and the def2-TZVPD basis)
Fe -0.72 -0.34 0.27
S -1.82 0.47 2.24
C -1.13 -0.53 3.48
C -1.58 -0.38 4.80
C -1.07 -1.15 5.81
C -0.07 -2.08 5.54
C 0.39 -2.24 4.25
C -0.14 -1.49 3.21
S 0.44 -1.77 1.58
H -2.34 0.36 4.99
H -1.44 -1.04 6.82
H 0.35 -2.68 6.33
H 1.17 -2.96 4.03
C -3.77 -2.98 -5.29
Si -2.92 -3.51 -3.66
C -4.25 -3.77 -2.32
C -2.00 -5.18 -3.84
C -1.52 -2.25 -3.34
C -0.47 -2.18 -4.25
C 0.62 -1.34 -4.02
C 0.63 -0.58 -2.86
N -0.36 -0.62 -1.99
C -1.43 -1.41 -2.23
S -2.65 -1.27 -1.00
H -4.49 -3.72 -5.61
H -3.05 -2.85 -6.10
H -4.29 -2.04 -5.16
H -4.92 -4.57 -2.62
H -4.84 -2.88 -2.16
H -3.80 -4.04 -1.37
H -2.68 -5.98 -4.12
H -1.54 -5.46 -2.90
H -1.21 -5.15 -4.59
H -0.49 -2.78 -5.14
H 1.44 -1.28 -4.72
H 1.45 0.08 -2.62
C 5.80 5.32 1.61
C 4.47 4.65 1.54
C 3.91 4.25 0.33
C 2.71 3.57 0.28
C 2.04 3.30 1.46
C 2.57 3.69 2.68
C 3.77 4.37 2.71
S 0.48 2.37 1.55
C -0.60 3.84 1.32
O 0.39 1.63 0.26
H 6.15 5.64 0.64
H 6.54 4.63 2.03
H 5.76 6.18 2.28
H 4.44 4.46 -0.59
H 2.29 3.23 -0.65
H 2.04 3.46 3.59
H 4.19 4.69 3.66
H -0.21 4.46 0.52
H -0.61 4.39 2.26
H -1.59 3.48 1.08
```